1.
24
Properties=species:S:1:pos:R:3:mulliken_charge:R:1 method="wB97M-V/def2-TZVPD" charge=+1 relative_energy_ev=3.3655
C 0.608 1.551 0.509 -0.976
C 0.542 0.134 0.488 -0.358
C -0.560 0.906 1.077 0.731
C -0.802 0.821 2.635 -1.623
C 1.072 -0.281 -2.472 -1.452
C 0.715 -2.320 -1.020 -1.609
C 0.292 -0.862 -1.300 0.505
N -1.844 1.151 0.416 -0.213
H 1.264 2.121 1.153 0.274
H 0.512 2.071 -0.470 0.203
H 1.000 -0.495 1.189 0.455
H -1.747 1.286 2.992 0.450
H 0.024 1.360 3.077 0.385
H -0.696 -0.146 3.051 0.380
H 0.721 0.683 -2.764 0.336
H 1.085 -0.948 -3.304 0.466
H 2.143 -0.182 -2.227 0.342
H 0.146 -2.733 -0.196 0.383
H 1.748 -2.415 -0.854 0.406
H 0.458 -2.852 -1.975 0.431
H -0.770 -0.910 -1.333 0.305
H -2.607 0.590 1.010 0.421
H -1.791 1.004 -0.554 0.333
H -2.084 2.222 0.530 0.423


2.
108
Properties=species:S:1:pos:R:3:mulliken_charge:R:1 method="wB97M-V/def2-TZVPD" charge=-1 relative_energy_ev=1.1784
La 0.882 -0.865 -0.413 1.163
N 3.029 -2.408 0.688 -0.446
C 3.513 -3.411 -0.267 -0.649
C 2.373 -3.878 -1.179 0.461
O 2.453 -4.973 -1.710 -0.755
O 1.414 -3.023 -1.304 -0.407
H 3.774 -2.004 1.242 0.110
H 2.400 -2.870 1.340 0.131
H 3.954 -4.294 0.199 0.353
H 4.273 -2.951 -0.903 0.338
C 0.202 3.419 3.279 -1.231
P 0.387 2.866 1.530 1.582
C 2.124 3.421 1.274 -1.421
C -0.501 4.264 0.702 -1.214
C -0.330 4.215 -0.826 -1.260
P -0.131 2.438 -1.492 1.312
C -0.296 2.974 -3.239 -1.559
C -1.872 1.993 -1.026 -0.331
H 0.540 4.451 3.416 0.510
H 0.781 2.767 3.936 0.156
H -0.847 3.357 3.580 0.345
H 2.187 4.512 1.338 0.448
H 2.487 3.104 0.295 0.055
H 2.761 2.984 2.043 0.364
H -0.137 5.207 1.126 0.661
H -1.559 4.177 0.969 0.297
H 0.600 4.730 -1.091 0.276
H -1.148 4.746 -1.328 0.521
H -1.283 3.422 -3.392 0.453
H -0.151 2.166 -3.953 0.147
H 0.455 3.744 -3.428 0.494
H -2.596 2.696 -1.452 0.541
H -1.954 2.039 0.064 0.121
H -2.114 0.984 -1.354 -0.826
C 3.518 -0.892 -2.889 -1.000
C 2.991 0.359 -3.595 0.496
C 3.043 1.560 -2.652 -0.764
C 1.666 0.074 -4.299 0.958
C 1.749 -0.014 -5.683 -0.849
C 0.679 -0.387 -6.482 -1.489
C -0.494 -0.740 -5.833 -0.292
C -0.645 -0.671 -4.456 0.906
C -2.018 -1.107 -3.950 0.212
C -2.999 0.071 -3.956 -1.544
C -2.052 -1.840 -2.611 -0.934
C 0.419 -0.182 -3.611 -0.736
N 0.234 0.094 -2.298 -0.284
H 4.521 -0.735 -2.479 0.488
H 3.537 -1.750 -3.563 0.446
H 2.863 -1.186 -2.070 -0.415
H 3.700 0.577 -4.400 0.561
H 2.373 1.447 -1.800 -0.535
H 2.738 2.480 -3.158 0.328
H 4.064 1.702 -2.281 0.576
H 2.704 0.211 -6.152 0.347
H 0.767 -0.433 -7.560 0.328
H -1.340 -1.092 -6.421 0.366
H -2.375 -1.825 -4.697 0.614
H -2.598 0.911 -3.388 0.105
H -3.969 -0.209 -3.524 0.377
H -3.171 0.421 -4.976 0.407
H -1.793 -1.142 -1.819 -0.622
H -1.329 -2.659 -2.583 0.318
H -3.050 -2.257 -2.434 0.442
C 4.597 0.973 6.231 -0.439
C 5.317 0.858 5.050 -0.751
C 4.653 0.641 3.851 -0.480
C 3.262 0.518 3.791 0.825
C 2.552 0.657 4.988 0.243
C 3.211 0.880 6.188 -1.031
C 2.627 0.269 2.469 -0.149
C 1.429 -0.234 2.144 -1.935
C 0.514 -0.781 3.153 0.777
C 0.812 -1.996 3.790 -0.049
C -0.072 -2.585 4.681 -0.952
C -1.281 -1.974 4.991 -0.764
C -1.590 -0.763 4.378 -0.795
C -0.720 -0.188 3.466 0.752
H 5.107 1.140 7.172 0.376
H 6.397 0.940 5.060 0.370
H 5.221 0.562 2.929 0.378
H 1.472 0.594 4.981 0.406
H 2.633 0.987 7.098 0.401
H 3.316 0.540 1.657 0.490
H 1.769 -2.468 3.592 0.326
H 0.189 -3.531 5.143 0.369
H -1.962 -2.423 5.703 0.366
H -2.522 -0.260 4.617 0.436
H -0.977 0.750 2.984 0.131
C -5.679 -2.802 -0.738 -1.392
C -5.698 -1.685 0.301 1.026
C -5.295 -0.350 -0.320 -1.272
C -4.843 -2.054 1.512 -1.414
N -3.422 -2.163 1.193 1.113
C -2.525 -1.211 0.968 -1.434
N -1.381 -1.781 0.692 0.857
N -1.593 -3.119 0.757 -0.298
N -2.813 -3.356 1.056 -0.761
H -6.261 -2.522 -1.617 0.412
H -6.092 -3.730 -0.336 0.395
H -4.661 -3.009 -1.071 0.173
H -6.716 -1.590 0.695 0.306
H -4.371 -0.437 -0.897 0.096
H -5.155 0.432 0.431 0.324
H -6.067 -0.006 -1.010 0.503
H -5.130 -3.030 1.901 0.415
H -4.941 -1.322 2.314 0.372
H -2.712 -0.152 1.012 0.722


3.
25
Properties=species:S:1:pos:R:3:mulliken_charge:R:1 method="wB97M-V/def2-TZVPD" charge=+1 relative_energy_ev=4.7081
C 1.029 2.255 0.264 0.752
C -0.688 1.085 -0.842 0.290
C 1.888 3.037 0.873 -0.752
C 1.782 -0.068 0.446 -1.265
C -0.567 -0.330 -0.141 0.235
C -1.670 1.246 -1.879 -1.185
C -0.965 -0.331 1.314 -0.979
C 0.803 -2.280 -0.018 -0.913
N 0.059 2.064 -0.501 -0.400
N 0.801 -0.866 -0.329 -0.031
I 3.833 -0.106 -0.171 0.191
H 1.498 4.030 1.137 0.290
H 2.800 2.611 1.294 0.251
H 1.594 -0.217 1.492 0.624
H -1.270 -1.034 -0.640 0.524
H -2.491 1.759 -1.405 0.322
H -2.116 0.237 -2.290 0.312
H -1.219 1.679 -2.750 0.389
H -1.438 0.589 1.591 0.388
H 0.065 -0.511 1.783 0.066
H -1.758 -1.030 1.570 0.338
H 1.673 -2.752 -0.490 0.400
H 0.947 -2.507 0.974 0.344
H -0.083 -2.683 -0.426 0.413
H 1.009 -0.779 -1.300 0.396